[1]
# C16H21N5O2

An isolated molecule of C16H21N5O2 at a distorted geometry (the ωB97M-V functional and the def2-TZVPD basis, the Open Molecules 2025 dataset).

Calculated values
LUMO	0.0	eV
max |F|	0.0821	hartree/bohr
ΔE to the lowest compared entry with this formula, charge and spin	2.023	eV
frontier orbital gap	0.29010	hartree
SMILES	CCOc1ccc2nc(N[C@@H]3NC(=O)C[C@@H](C)N3)nc(C)c2c1

Last column: Mulliken charge in e.
Positions of all 44 atoms, in Å:
C (-6.34, 1.62, -3.95)  -1.283
C (-5.37, 1.04, -2.95)  -0.264
O (-4.58, 2.11, -2.38)  -0.392
C (-3.31, 1.79, -1.93)  0.320
C (-2.48, 2.89, -1.87)  -0.573
C (-1.20, 2.78, -1.36)  -0.106
C (-0.68, 1.58, -0.91)  -0.253
N (0.56, 1.54, -0.47)  -0.692
C (0.99, 0.39, -0.03)  0.293
N (2.25, 0.37, 0.48)  -0.315
C (2.62, -0.51, 1.56)  -0.085
N (2.70, 0.29, 2.75)  -0.175
C (3.48, -0.16, 3.74)  0.249
O (3.17, 0.18, 4.89)  -0.687
C (4.82, -0.74, 3.41)  -0.424
C (4.81, -1.52, 2.08)  0.137
C (4.32, -2.94, 2.30)  -1.370
N (3.96, -0.80, 1.13)  -0.409
N (0.33, -0.74, 0.04)  -0.310
C (-0.88, -0.74, -0.50)  0.524
C (-1.66, -2.03, -0.51)  -1.430
C (-1.49, 0.44, -0.95)  0.736
C (-2.81, 0.54, -1.50)  -0.608
H (-6.96, 0.83, -4.40)  0.368
H (-5.79, 2.14, -4.76)  0.304
H (-7.02, 2.37, -3.51)  0.304
H (-4.76, 0.28, -3.41)  0.370
H (-5.94, 0.54, -2.12)  0.306
H (-2.87, 3.88, -2.18)  0.377
H (-0.55, 3.68, -1.28)  0.373
H (2.78, 1.22, 0.41)  0.337
H (1.93, -1.36, 1.68)  0.374
H (1.80, 0.68, 3.07)  0.266
H (5.61, 0.01, 3.39)  0.311
H (5.05, -1.44, 4.26)  0.256
H (5.85, -1.53, 1.66)  0.246
H (3.37, -3.00, 2.79)  0.340
H (5.04, -3.57, 2.86)  0.407
H (4.24, -3.51, 1.34)  0.347
H (3.95, -1.28, 0.22)  0.282
H (-2.34, -2.04, 0.32)  0.301
H (-0.96, -2.85, -0.41)  0.373
H (-2.19, -2.11, -1.48)  0.406
H (-3.46, -0.33, -1.53)  0.471

[2]
# C16H22AgI2N2O2

A structure of composition C16H22AgI2N2O2 at a distorted geometry (the ωB97M-V functional and the def2-TZVPD basis, the Open Molecules 2025 dataset).

Calculated values
LUMO	-5.7	eV
max |F|	0.1295	hartree/bohr
total charge	+1
frontier orbital gap	0.17290	hartree

Last column: Mulliken charge in e.
Positions of all 45 atoms, in Å:
C (2.77, -2.92, -1.22)  -0.543
C (3.78, -1.92, -1.60)  -0.350
C (3.35, -0.41, -1.99)  0.712
O (2.51, -0.25, -2.91)  -0.555
O (3.96, 0.61, -1.22)  -0.315
C (3.24, 1.88, -1.31)  -0.706
C (1.84, 1.92, -0.53)  0.237
C (1.91, 1.41, 1.00)  -0.600
C (1.66, -0.17, 1.19)  -0.430
C (0.11, -0.61, 1.17)  -0.304
C (-0.54, -0.74, -0.30)  -0.611
C (-1.90, 0.15, -0.46)  1.563
C (-1.56, 1.70, -0.30)  -0.329
N (-1.19, 2.78, 0.14)  -0.627
C (-3.12, -0.38, 0.44)  -0.453
C (-3.19, 0.20, 1.93)  -1.070
C (-2.73, -0.83, 3.09)  -1.026
I (-4.58, -1.87, 3.72)  0.099
C (-2.39, -0.03, -2.02)  -0.604
I (-3.05, -2.04, -2.51)  0.194
C (-1.33, 0.59, -3.06)  0.129
N (-0.53, 1.00, -3.87)  -0.431
H (2.76, -3.28, -0.12)  0.245
H (1.99, -3.32, -1.95)  0.285
H (4.90, -2.22, -1.58)  0.308
H (3.97, 2.69, -0.90)  0.380
H (3.03, 2.18, -2.41)  0.332
H (1.07, 1.39, -1.18)  -0.427
H (1.52, 3.04, -0.48)  0.374
H (2.97, 1.64, 1.38)  0.355
H (1.20, 2.03, 1.67)  0.298
H (2.06, -0.44, 2.25)  0.444
H (2.22, -0.84, 0.45)  -0.256
H (-0.46, 0.13, 1.85)  0.038
H (0.05, -1.66, 1.67)  0.260
H (-0.89, -1.84, -0.41)  0.547
H (0.21, -0.57, -1.14)  0.122
H (-2.99, -1.53, 0.53)  0.452
H (-4.11, -0.25, -0.15)  0.367
H (-4.33, 0.44, 2.15)  0.678
H (-2.61, 1.20, 2.12)  0.643
H (-2.43, -0.19, 4.00)  0.423
H (-1.93, -1.56, 2.74)  0.433
H (-3.33, 0.65, -2.11)  0.659
Ag (-3.88, 2.22, 2.15)  0.060

[3]
# C16H22BF3IrN5O3SSi

A structure of composition C16H22BF3IrN5O3SSi at a distorted geometry (the ωB97M-V functional and the def2-TZVPD basis, the Open Molecules 2025 dataset).

Calculated values
LUMO (spin up / spin down)	0.4 / -2.6	eV
2S+1	5
max |F|	0.0483	hartree/bohr
frontier orbital gap (spin up / spin down)	0.31797 / 0.22460	hartree

Last column: Löwdin spin population.
Positions of all 53 atoms, in Å:
Ir (-0.88, 0.45, -0.26)  2.510
B (-0.96, -2.10, -3.00)  0.000
N (-0.47, -0.66, -3.25)  0.007
C (0.05, -0.29, -4.42)  0.025
C (0.38, 1.05, -4.36)  0.008
C (0.02, 1.43, -3.07)  0.025
N (-0.49, 0.38, -2.42)  0.118
N (-1.50, -2.39, -1.60)  0.008
C (-2.22, -3.48, -1.35)  0.003
C (-2.45, -3.58, 0.01)  0.003
C (-1.81, -2.46, 0.54)  0.005
N (-1.23, -1.77, -0.45)  0.081
H (-0.03, -2.83, -3.20)  0.000
H (-1.83, -2.33, -3.78)  0.000
H (0.16, -1.00, -5.22)  0.002
H (0.83, 1.65, -5.12)  0.001
H (0.09, 2.39, -2.59)  0.001
H (-2.52, -4.13, -2.15)  0.001
H (-2.98, -4.33, 0.55)  0.001
H (-1.71, -2.14, 1.55)  0.000
C (1.60, 2.39, 2.93)  0.013
Si (0.67, 0.76, 2.57)  0.053
C (1.24, -0.61, 3.79)  0.012
C (-1.19, 1.08, 2.72)  0.027
N (0.95, 0.21, 0.92)  0.483
C (2.12, -0.24, 0.45)  0.049
C (3.35, -0.04, 1.13)  0.109
C (4.54, -0.48, 0.59)  -0.004
C (4.57, -1.15, -0.63)  0.138
C (3.37, -1.39, -1.30)  -0.009
C (2.18, -0.95, -0.77)  0.116
H (1.25, 2.82, 3.86)  0.001
H (1.43, 3.12, 2.14)  0.000
H (2.67, 2.25, 3.02)  0.000
H (0.95, -0.35, 4.80)  0.001
H (2.31, -0.76, 3.78)  0.001
H (0.78, -1.57, 3.55)  0.000
H (-1.51, 1.19, 3.75)  0.005
H (-1.82, 0.30, 2.29)  0.007
H (-1.42, 2.02, 2.22)  0.001
H (3.34, 0.47, 2.07)  0.005
H (5.46, -0.31, 1.13)  -0.003
H (5.50, -1.48, -1.05)  0.008
H (3.38, -1.93, -2.23)  -0.003
H (1.25, -1.17, -1.27)  0.006
F (-4.61, 2.52, 1.81)  0.001
C (-3.80, 3.24, 1.03)  0.001
F (-4.51, 4.26, 0.54)  0.000
F (-2.85, 3.77, 1.81)  0.001
S (-3.04, 2.20, -0.35)  0.017
O (-3.82, 2.49, -1.51)  0.011
O (-1.65, 2.66, -0.37)  0.054
O (-3.14, 0.83, 0.15)  0.101

[4]
# C16H22BrF11N2O7S3

A structure of composition C16H22BrF11N2O7S3 at a distorted geometry (the ωB97M-V functional and the def2-TZVPD basis, the Open Molecules 2025 dataset).

Calculated values
LUMO (spin up / spin down)	2.0 / 1.8	eV
2S+1	2
max |F|	0.0581	hartree/bohr
total charge	-1
frontier orbital gap (spin up / spin down)	0.32773 / 0.31974	hartree

Last column: Löwdin spin population.
Positions of all 62 atoms, in Å:
C (0.75, -4.26, -1.79)  0.000
C (-0.01, -2.97, -1.53)  0.000
C (0.26, -1.74, -2.47)  0.005
Br (1.36, -2.32, -3.99)  0.001
C (0.83, -0.50, -1.73)  0.001
S (2.61, -0.67, -1.36)  0.000
O (2.96, -2.03, -1.09)  0.000
O (3.32, -0.23, -2.52)  0.000
C (3.19, 0.51, -0.02)  0.000
F (2.57, 1.66, -0.05)  0.000
F (4.42, 0.80, -0.39)  0.000
C (3.37, -0.04, 1.44)  0.000
F (4.07, -1.14, 1.45)  0.000
F (4.16, 0.86, 2.03)  0.000
C (2.10, -0.15, 2.35)  0.000
F (2.52, 0.16, 3.58)  0.000
F (1.15, 0.73, 2.07)  0.000
C (1.46, -1.58, 2.48)  0.000
F (1.69, -2.35, 1.43)  0.000
F (1.93, -2.18, 3.55)  0.000
F (0.18, -1.47, 2.63)  0.000
C (-0.04, -0.11, -0.52)  0.000
C (-1.54, 0.15, -0.84)  0.027
C (-2.44, -1.09, -0.62)  0.006
C (-1.99, 1.15, 0.25)  0.016
N (-1.75, 0.70, -2.20)  0.363
O (-2.88, 1.27, -2.36)  0.516
C (-0.62, 1.45, -2.74)  0.029
C (-0.41, 2.84, -2.10)  0.021
C (-0.96, 1.75, -4.23)  0.003
C (0.73, 0.69, -2.76)  -0.001
H (1.83, -4.16, -1.77)  0.000
H (0.49, -4.94, -0.97)  0.000
H (0.41, -4.77, -2.69)  0.000
H (-1.07, -3.22, -1.64)  0.000
H (0.09, -2.71, -0.48)  0.000
H (-0.68, -1.45, -2.90)  0.004
H (-0.01, -0.83, 0.29)  0.000
H (0.34, 0.85, -0.17)  0.000
H (-2.62, -1.64, -1.54)  0.000
H (-3.36, -0.73, -0.18)  0.000
H (-2.00, -1.72, 0.16)  0.000
H (-1.34, 2.01, 0.34)  0.000
H (-3.04, 1.40, 0.16)  0.002
H (-1.89, 0.61, 1.19)  0.001
H (-1.37, 3.30, -1.88)  0.003
H (0.16, 2.76, -1.17)  0.000
H (0.15, 3.45, -2.80)  0.002
H (-0.07, 1.91, -4.82)  0.000
H (-1.68, 2.56, -4.28)  0.000
H (-1.48, 0.86, -4.61)  0.000
H (1.47, 1.41, -2.43)  0.000
H (1.03, 0.38, -3.75)  0.000
N (-1.44, 1.11, 5.76)  0.000
S (-1.75, 2.63, 6.06)  0.000
O (-3.08, 2.92, 6.51)  0.000
O (-1.13, 3.59, 5.20)  0.000
F (-0.90, 2.77, 7.41)  0.000
S (-2.19, 0.55, 4.50)  0.000
O (-2.16, -0.87, 4.43)  0.000
O (-1.99, 1.25, 3.27)  0.000
F (-3.72, 0.83, 4.83)  0.000

- Look up the max |F| of the fourth one.
  0.0581 hartree/bohr

What did the third record say?
# C16H22BF3IrN5O3SSi

A structure of composition C16H22BF3IrN5O3SSi at a distorted geometry (the ωB97M-V functional and the def2-TZVPD basis, the Open Molecules 2025 dataset).

Calculated values
LUMO (spin up / spin down)	0.4 / -2.6	eV
2S+1	5
max |F|	0.0483	hartree/bohr
frontier orbital gap (spin up / spin down)	0.31797 / 0.22460	hartree

Last column: Löwdin spin population.
Positions of all 53 atoms, in Å:
Ir (-0.88, 0.45, -0.26)  2.510
B (-0.96, -2.10, -3.00)  0.000
N (-0.47, -0.66, -3.25)  0.007
C (0.05, -0.29, -4.42)  0.025
C (0.38, 1.05, -4.36)  0.008
C (0.02, 1.43, -3.07)  0.025
N (-0.49, 0.38, -2.42)  0.118
N (-1.50, -2.39, -1.60)  0.008
C (-2.22, -3.48, -1.35)  0.003
C (-2.45, -3.58, 0.01)  0.003
C (-1.81, -2.46, 0.54)  0.005
N (-1.23, -1.77, -0.45)  0.081
H (-0.03, -2.83, -3.20)  0.000
H (-1.83, -2.33, -3.78)  0.000
H (0.16, -1.00, -5.22)  0.002
H (0.83, 1.65, -5.12)  0.001
H (0.09, 2.39, -2.59)  0.001
H (-2.52, -4.13, -2.15)  0.001
H (-2.98, -4.33, 0.55)  0.001
H (-1.71, -2.14, 1.55)  0.000
C (1.60, 2.39, 2.93)  0.013
Si (0.67, 0.76, 2.57)  0.053
C (1.24, -0.61, 3.79)  0.012
C (-1.19, 1.08, 2.72)  0.027
N (0.95, 0.21, 0.92)  0.483
C (2.12, -0.24, 0.45)  0.049
C (3.35, -0.04, 1.13)  0.109
C (4.54, -0.48, 0.59)  -0.004
C (4.57, -1.15, -0.63)  0.138
C (3.37, -1.39, -1.30)  -0.009
C (2.18, -0.95, -0.77)  0.116
H (1.25, 2.82, 3.86)  0.001
H (1.43, 3.12, 2.14)  0.000
H (2.67, 2.25, 3.02)  0.000
H (0.95, -0.35, 4.80)  0.001
H (2.31, -0.76, 3.78)  0.001
H (0.78, -1.57, 3.55)  0.000
H (-1.51, 1.19, 3.75)  0.005
H (-1.82, 0.30, 2.29)  0.007
H (-1.42, 2.02, 2.22)  0.001
H (3.34, 0.47, 2.07)  0.005
H (5.46, -0.31, 1.13)  -0.003
H (5.50, -1.48, -1.05)  0.008
H (3.38, -1.93, -2.23)  -0.003
H (1.25, -1.17, -1.27)  0.006
F (-4.61, 2.52, 1.81)  0.001
C (-3.80, 3.24, 1.03)  0.001
F (-4.51, 4.26, 0.54)  0.000
F (-2.85, 3.77, 1.81)  0.001
S (-3.04, 2.20, -0.35)  0.017
O (-3.82, 2.49, -1.51)  0.011
O (-1.65, 2.66, -0.37)  0.054
O (-3.14, 0.83, 0.15)  0.101

- max |F| of number 1 (C16H21N5O2)?
  0.0821 hartree/bohr

Please write out number 1 again, unchanged.
# C16H21N5O2

An isolated molecule of C16H21N5O2 at a distorted geometry (the ωB97M-V functional and the def2-TZVPD basis, the Open Molecules 2025 dataset).

Calculated values
LUMO	0.0	eV
max |F|	0.0821	hartree/bohr
ΔE to the lowest compared entry with this formula, charge and spin	2.023	eV
frontier orbital gap	0.29010	hartree
SMILES	CCOc1ccc2nc(N[C@@H]3NC(=O)C[C@@H](C)N3)nc(C)c2c1

Last column: Mulliken charge in e.
Positions of all 44 atoms, in Å:
C (-6.34, 1.62, -3.95)  -1.283
C (-5.37, 1.04, -2.95)  -0.264
O (-4.58, 2.11, -2.38)  -0.392
C (-3.31, 1.79, -1.93)  0.320
C (-2.48, 2.89, -1.87)  -0.573
C (-1.20, 2.78, -1.36)  -0.106
C (-0.68, 1.58, -0.91)  -0.253
N (0.56, 1.54, -0.47)  -0.692
C (0.99, 0.39, -0.03)  0.293
N (2.25, 0.37, 0.48)  -0.315
C (2.62, -0.51, 1.56)  -0.085
N (2.70, 0.29, 2.75)  -0.175
C (3.48, -0.16, 3.74)  0.249
O (3.17, 0.18, 4.89)  -0.687
C (4.82, -0.74, 3.41)  -0.424
C (4.81, -1.52, 2.08)  0.137
C (4.32, -2.94, 2.30)  -1.370
N (3.96, -0.80, 1.13)  -0.409
N (0.33, -0.74, 0.04)  -0.310
C (-0.88, -0.74, -0.50)  0.524
C (-1.66, -2.03, -0.51)  -1.430
C (-1.49, 0.44, -0.95)  0.736
C (-2.81, 0.54, -1.50)  -0.608
H (-6.96, 0.83, -4.40)  0.368
H (-5.79, 2.14, -4.76)  0.304
H (-7.02, 2.37, -3.51)  0.304
H (-4.76, 0.28, -3.41)  0.370
H (-5.94, 0.54, -2.12)  0.306
H (-2.87, 3.88, -2.18)  0.377
H (-0.55, 3.68, -1.28)  0.373
H (2.78, 1.22, 0.41)  0.337
H (1.93, -1.36, 1.68)  0.374
H (1.80, 0.68, 3.07)  0.266
H (5.61, 0.01, 3.39)  0.311
H (5.05, -1.44, 4.26)  0.256
H (5.85, -1.53, 1.66)  0.246
H (3.37, -3.00, 2.79)  0.340
H (5.04, -3.57, 2.86)  0.407
H (4.24, -3.51, 1.34)  0.347
H (3.95, -1.28, 0.22)  0.282
H (-2.34, -2.04, 0.32)  0.301
H (-0.96, -2.85, -0.41)  0.373
H (-2.19, -2.11, -1.48)  0.406
H (-3.46, -0.33, -1.53)  0.471